(1)
Formula: C5H6CsMgO4
Source: the Open Molecules 2025 dataset
Level of theory: ωB97M-V/def2-TZVPD

Geometry as XYZ:
```
17
Properties=species:S:1:pos:R:3:forces:R:3:lowdin_charge:R:1
O -1.149 0.277 2.866 -1.8 -0.3 -0.1 -0.25
C -0.137 0.534 2.129 2.3 0.5 3.1 -0.76
O 0.939 0.911 2.592 -1.0 -0.4 -1.3 0.08
O -0.326 0.314 0.818 -0.8 -0.4 -1.8 -0.03
C 0.532 -0.593 0.176 -1.6 -1.6 -2.0 -0.19
C 0.836 -0.165 -1.229 1.2 2.2 -1.6 -0.10
Cs 0.175 1.391 7.431 0.1 0.0 -0.1 0.95
H 1.449 -0.753 0.754 -0.2 -0.2 -0.3 0.16
H 1.265 0.846 -1.196 -0.2 -0.1 -0.3 0.14
H 1.630 -0.810 -1.623 -0.4 -0.1 -0.1 0.14
H -0.025 -1.537 -0.216 0.5 0.5 2.4 0.16
Mg -2.953 -0.484 2.560 0.7 0.3 0.1 0.93
C -0.424 -0.102 -2.323 0.5 -0.6 2.1 -0.02
C -0.025 0.161 -3.654 0.8 0.5 -1.1 0.05
O 0.321 0.403 -4.693 -0.4 -0.4 1.1 0.42
H -0.953 -1.069 -2.345 0.1 0.1 -0.1 0.16
H -1.154 0.676 -2.046 0.2 -0.1 -0.1 0.17
```
Forces are in eV/Å.

Computed properties:
LUMO (spin up / spin down), eV: -7.011 / -7.012
Net charge: +2
Kohn-Sham gap (spin up / spin down), eV: 5.6 / 8.0
Multiplicity: 2

=====

(2)
Formula: C5H6CsO3
Source: the Open Molecules 2025 dataset
Level of theory: ωB97M-V/def2-TZVPD

Geometry as XYZ:
```
15
Properties=species:S:1:pos:R:3:forces:R:3:lowdin_charge:R:1
C 2.431 1.180 0.642 0.5 -0.1 0.2 -0.01
C 1.052 1.163 1.211 0.2 -0.2 -0.9 -0.33
C 0.396 -0.195 1.228 1.6 0.3 0.5 -0.20
C -0.786 -0.488 0.655 -2.8 -1.1 -0.1 -0.39
O -1.862 -0.926 1.156 1.5 0.0 -2.2 -0.12
Cs -5.125 -2.345 -0.718 0.8 0.3 0.0 0.92
H 3.198 1.813 1.095 -0.2 -0.1 -0.2 0.03
H 2.750 0.406 -0.058 -0.2 0.3 0.2 0.04
H 0.404 1.861 0.639 0.1 -0.2 0.1 0.10
H 1.085 1.595 2.228 -0.1 -0.2 -0.2 0.10
H 0.947 -1.047 1.648 -0.5 0.4 0.5 0.09
O -0.325 -0.422 -3.483 0.6 0.3 1.8 0.12
O -2.237 -1.351 -2.743 -0.1 0.0 1.7 0.01
C -1.168 -0.813 -2.751 -0.9 -0.3 -2.6 -0.49
H -0.761 -0.432 -0.747 -0.6 0.4 1.1 0.13
```
Forces are in eV/Å.

Computed properties:
LUMO (spin up / spin down), eV: -1.357 / -1.358
Net charge: 0
Kohn-Sham gap (spin up / spin down), eV: 3.8 / 3.8
Multiplicity: 2

=====

(3)
Formula: C5H6CuO4
Source: the Open Molecules 2025 dataset
Level of theory: ωB97M-V/def2-TZVPD

Geometry as XYZ:
```
16
Properties=species:S:1:pos:R:3:forces:R:3:lowdin_charge:R:1
C 1.577 0.812 -2.823 -0.7 -0.1 0.0 -0.24
H 1.352 0.127 -3.655 0.2 0.2 0.2 0.00
H 2.495 1.410 -2.941 0.1 -0.4 0.2 0.00
C 0.689 0.966 -1.819 -0.9 1.9 -1.3 -0.22
H 0.955 1.795 -1.136 0.1 -0.4 0.1 -0.03
H 0.333 -1.863 -0.606 0.2 1.1 -0.5 0.12
C -0.496 -1.123 -0.602 -4.0 -0.5 2.2 -0.37
C -0.911 -0.607 0.641 0.7 -1.6 -1.9 -0.12
O 0.026 -0.753 1.709 0.5 0.0 0.3 0.00
C -0.336 -0.380 2.911 -0.8 -0.4 -0.5 -0.68
O -1.193 -0.871 3.611 0.3 0.1 0.0 0.09
O 0.383 0.691 3.261 1.0 0.4 0.7 0.13
O -1.425 -1.154 -1.549 0.9 0.3 0.0 -0.32
H -1.952 -0.658 0.970 0.4 0.5 -0.3 0.11
H 0.387 0.757 4.223 -0.4 0.1 0.0 0.12
Cu -1.883 0.851 -2.193 2.3 -1.3 0.8 0.41
```
Forces are in eV/Å.

Computed properties:
LUMO (spin up / spin down), eV: 2.581 / 2.579
Net charge: -1
Kohn-Sham gap (spin up / spin down), eV: 5.3 / 5.3

=====

(4)
Formula: C5H6F15NaO18S5
Source: the Open Molecules 2025 dataset
Level of theory: ωB97M-V/def2-TZVPD

Geometry as XYZ:
```
50
Properties=species:S:1:pos:R:3:forces:R:3:lowdin_charge:R:1
Na -15.736 5.974 -10.559 -0.1 0.2 0.0 0.35
C -18.472 3.551 -8.666 -0.2 -0.4 0.2 -0.64
F -17.861 4.252 -7.707 0.1 0.2 0.1 0.11
F -18.002 3.964 -9.842 -0.4 0.1 0.1 0.13
F -18.078 2.259 -8.514 0.2 0.0 0.0 0.07
S -20.333 3.581 -8.437 0.2 -0.2 -0.1 0.44
O -20.444 3.379 -6.998 -0.1 0.0 -0.1 -0.37
O -20.755 4.869 -8.924 -0.1 0.0 0.1 -0.32
O -20.766 2.438 -9.232 0.0 0.2 0.1 -0.37
C -16.598 9.354 -7.082 -0.6 -0.3 0.1 -0.66
F -16.199 9.719 -5.835 0.2 0.2 0.0 0.07
F -17.921 9.623 -7.132 0.1 0.1 0.0 0.10
F -15.993 10.136 -7.955 0.2 0.3 -0.1 0.13
S -16.280 7.563 -7.373 0.2 -0.4 0.2 0.45
O -14.838 7.500 -7.509 -0.1 0.1 0.0 -0.32
O -16.777 6.982 -6.136 -0.1 0.0 -0.1 -0.34
O -17.044 7.255 -8.564 0.4 0.0 0.2 -0.28
C -18.783 5.318 -13.492 -0.1 0.1 0.4 -0.65
F -17.870 4.583 -14.131 0.0 0.0 -0.1 0.11
F -19.895 5.342 -14.273 0.0 -0.1 -0.1 0.07
F -19.112 4.672 -12.371 0.0 0.0 0.0 0.12
S -18.220 7.057 -13.176 0.0 0.3 -0.8 0.48
O -17.155 6.949 -12.194 -0.2 -0.2 -0.2 -0.31
O -17.804 7.433 -14.517 0.2 -0.1 0.2 -0.33
O -19.425 7.713 -12.736 -0.2 0.0 0.3 -0.31
C -15.586 2.097 -12.386 -0.1 0.3 0.2 -0.65
F -14.917 0.914 -12.461 -0.1 0.1 -0.1 0.07
F -16.665 1.996 -13.174 0.1 -0.1 0.1 0.11
F -15.996 2.228 -11.117 0.0 -0.2 -0.2 0.12
S -14.514 3.521 -12.870 -0.2 0.2 -0.4 0.48
O -15.335 4.674 -12.537 0.3 -0.5 0.2 -0.31
O -13.350 3.296 -12.041 0.2 0.1 0.2 -0.33
O -14.312 3.325 -14.291 0.1 -0.2 0.1 -0.33
C -14.095 11.323 -10.989 -0.2 -0.4 0.4 -0.64
F -14.269 11.791 -9.739 0.0 0.2 0.0 0.09
F -14.026 12.394 -11.804 0.0 0.3 -0.1 0.08
F -12.875 10.760 -11.000 0.2 -0.1 -0.2 0.10
S -15.457 10.136 -11.478 0.3 -0.2 0.0 0.48
O -15.039 8.916 -10.817 -0.1 0.3 0.0 -0.30
O -16.631 10.784 -10.962 0.0 0.2 0.0 -0.29
O -15.310 10.124 -12.918 0.0 0.0 -0.2 -0.32
O -14.932 4.530 -8.773 -0.2 0.0 0.0 -0.02
H -14.273 3.871 -8.551 0.1 0.0 -0.1 0.05
H -15.464 4.658 -7.978 0.0 0.1 0.0 0.04
O -13.352 6.688 -10.701 0.0 0.0 0.0 -0.06
H -12.919 6.450 -11.526 -0.3 -0.1 -0.2 0.03
H -13.869 7.481 -10.933 0.2 0.2 0.1 0.00
O -14.452 7.318 -13.620 0.2 -0.1 0.0 -0.08
H -15.113 6.637 -13.414 0.1 0.1 -0.1 -0.01
H -14.887 8.151 -13.392 -0.1 0.1 -0.1 -0.01
```
Forces are in eV/Å.

Computed properties:
LUMO, eV: 7.120
Net charge: -4
Kohn-Sham gap, eV: 6.8

=====

(5)
Formula: C5H6F3N2
Source: the Open Molecules 2025 dataset
Level of theory: ωB97M-V/def2-TZVPD

Geometry as XYZ:
```
16
Properties=species:S:1:pos:R:3:forces:R:3:lowdin_charge:R:1
C -0.239 -1.571 -0.433 -2.2 0.9 0.7 0.07
C -1.232 -0.652 -0.190 0.0 -2.8 0.3 -0.18
C 1.152 -1.230 -0.098 3.2 -2.4 -1.9 -0.19
C -1.067 0.734 0.260 1.5 -0.3 -0.8 -0.07
C -0.632 1.740 -0.808 0.5 0.2 1.4 -0.08
N 1.896 -0.054 1.675 1.9 0.0 2.0 0.21
N 1.112 -0.175 0.800 -3.2 3.7 0.5 -0.09
F -2.524 -1.121 -0.158 1.1 1.0 -0.1 0.08
F -1.682 1.146 1.303 -0.1 0.0 -0.3 0.25
F 0.391 1.152 -1.490 -0.4 0.2 -0.6 0.02
H -0.570 -2.588 -0.680 0.3 0.5 0.0 0.15
H 1.868 -2.067 0.395 -1.8 1.4 -1.6 0.19
H 1.642 -0.744 -1.032 -0.4 -1.2 1.3 0.18
H -0.324 2.745 -0.502 0.1 -0.3 0.6 0.16
H -1.534 1.936 -1.375 -0.3 -0.4 -0.8 0.16
H 1.741 0.750 2.332 -0.2 -0.4 -0.8 0.14
```
Forces are in eV/Å.

Computed properties:
LUMO (spin up / spin down), eV: -6.440 / -6.440
Net charge: +1
Kohn-Sham gap (spin up / spin down), eV: 7.8 / 7.8

=====

(6)
Formula: C5H6F3N3O2S2
Source: the Open Molecules 2025 dataset
Level of theory: ωB97M-V/def2-TZVPD

Geometry as XYZ:
```
21
Properties=species:S:1:pos:R:3:forces:R:3:lowdin_charge:R:1
C -3.070 2.041 0.169 0.6 1.6 -1.7 -0.15
C -1.866 1.488 0.316 0.1 -0.6 0.6 -0.09
C -1.792 3.348 -0.959 0.1 -2.2 1.3 -0.12
C 2.129 -2.504 0.030 -2.3 1.6 1.2 -0.18
C 2.691 1.834 -0.112 0.0 0.1 1.2 -0.76
N -3.035 3.157 -0.644 0.2 0.3 0.2 0.05
N -1.017 2.306 -0.402 0.2 -0.1 0.4 -0.14
N 0.360 2.184 -0.378 -1.7 2.2 -1.5 -0.24
O -0.243 -1.204 0.173 -0.1 -0.9 -0.8 -0.58
O 1.510 -0.157 -1.142 0.1 -0.6 -0.2 -0.63
F 3.019 2.301 -1.317 -0.6 -0.4 1.1 0.17
F 3.591 0.993 0.334 1.4 -1.4 -0.5 0.12
F 2.695 2.786 0.834 -0.3 0.9 -0.8 0.11
S 1.064 0.969 0.147 1.4 0.3 -0.1 1.14
S 0.737 -1.580 -0.887 0.6 0.0 1.9 0.90
H -3.990 1.801 0.505 -2.5 -1.3 1.3 0.06
H -1.640 0.569 0.883 0.4 0.9 -0.7 0.11
H -1.463 4.193 -1.485 1.0 0.6 -0.7 0.10
H 2.120 -2.337 1.137 0.0 0.9 -1.0 0.08
H 1.806 -3.506 0.036 0.2 -1.6 -1.0 0.02
H 2.999 -2.168 -0.464 1.2 -0.4 -0.4 0.03
```
Forces are in eV/Å.

Computed properties:
LUMO, eV: 0.129
Net charge: 0
Kohn-Sham gap, eV: 8.9